(1)
ORCA calculation (ωB97M-V with the def2-TZVPD basis set) on a 2-piece molecular cluster, C4H8NO3 overall at a distorted geometry.

Geometry as XYZ:
```
16
C4H8NO3 (ωB97M-V with the def2-TZVPD basis set)
C -1.88 0.48 -0.16
C -1.70 1.36 1.06
O -2.22 2.44 1.25
N -0.81 0.78 1.93
H -1.55 -0.55 0.02
H -1.01 0.56 -0.83
H -0.59 1.35 2.75
H -0.11 0.11 1.62
H -2.86 0.65 -0.58
C 2.48 -1.06 -1.10
C 0.93 -1.10 -0.92
O 0.55 -1.40 0.25
O 0.24 -0.78 -1.89
H 2.79 -1.84 -1.79
H 3.12 -0.98 -0.21
H 2.61 -0.02 -1.40
```

**Charge**: -1
**Multiplicity**: 1
**HOMO**: -0.1708 Ha
**Orbital gap**: 8.7 eV



(2)
ORCA calculation (ωB97M-V with the def2-TZVPD basis set) on a 2-piece molecular cluster, C4H8NO3 overall at a distorted geometry.

Geometry as XYZ:
```
16
C4H8NO3 (ωB97M-V with the def2-TZVPD basis set)
C 0.08 -1.89 1.25
C -1.30 -1.84 0.75
O -2.22 -2.55 1.18
N -1.68 -0.86 -0.12
H 0.61 -1.01 1.64
H 0.85 -2.15 0.50
H -2.66 -0.61 -0.01
H -0.97 -0.16 -0.48
H 0.09 -2.73 1.99
C 0.64 2.53 -1.16
C 1.43 1.16 -0.80
O 0.97 0.03 -1.08
O 2.60 1.48 -0.53
H 1.36 3.28 -1.48
H 0.52 2.86 -0.05
H -0.33 2.46 -1.60
```

**Charge**: -1
**Multiplicity**: 1
**HOMO**: -0.1627 Ha
**Orbital gap**: 8.3 eV



(3)
ORCA calculation (ωB97M-V with the def2-TZVPD basis set) on a 2-piece molecular cluster, C4H8NO3 overall.

Geometry as XYZ:
```
16
C4H8NO3 (ωB97M-V with the def2-TZVPD basis set)
C -1.22 -0.69 1.27
C 0.01 -1.45 1.53
O 0.69 -1.43 2.55
N 0.38 -2.25 0.47
H 1.39 -2.38 0.45
H 0.04 -1.99 -0.45
H -1.07 -0.20 0.29
H -1.42 0.04 2.04
H -2.01 -1.43 1.09
C 0.61 2.16 -0.88
C 0.34 0.98 -1.87
O -0.39 0.03 -1.47
O 0.75 1.20 -3.02
H 0.81 1.92 0.17
H -0.33 2.72 -0.88
H 1.40 2.76 -1.31
```

**Charge**: -1
**Multiplicity**: 1
**HOMO**: -0.1655 Ha
**Orbital gap**: 8.4 eV



(4)
ORCA calculation (ωB97M-V with the def2-TZVPD basis set) on a 2-piece molecular cluster, C4H8NO3 overall.

Geometry as XYZ:
```
16
C4H8NO3 (ωB97M-V with the def2-TZVPD basis set)
C 1.48 1.56 -1.40
C 1.23 1.98 0.03
O 1.49 3.10 0.46
N 0.70 1.01 0.79
H 0.44 1.25 1.73
H 0.51 0.05 0.46
H 1.09 2.34 -2.05
H 0.99 0.62 -1.66
H 2.55 1.48 -1.60
C -1.63 -2.12 1.09
C -1.31 -1.70 -0.37
O -0.13 -1.27 -0.54
O -2.23 -1.76 -1.20
H -2.54 -2.72 1.13
H -1.85 -1.19 1.61
H -0.78 -2.63 1.53
```

**Charge**: -1
**Multiplicity**: 1
**HOMO**: -0.1719 Ha
**Orbital gap**: 8.6 eV



(5)
ORCA calculation (ωB97M-V with the def2-TZVPD basis set) on C4H8NO3 as an isolated structure at a distorted geometry.

Geometry as XYZ:
```
16
C4H8NO3 (ωB97M-V with the def2-TZVPD basis set)
C 0.20 -1.20 -1.51
O 0.61 -2.45 -1.31
C 0.45 -0.26 -0.28
C -0.25 1.06 -0.31
C -0.23 1.56 1.16
O -1.43 1.90 1.59
O 0.88 1.61 1.71
N -0.04 -1.05 0.88
H -0.90 -1.05 -1.73
H 0.70 -0.63 -2.38
H 0.05 -2.03 0.63
H 1.55 -0.13 -0.20
H 0.20 1.82 -0.96
H -1.31 0.91 -0.61
H -1.04 0.74 1.70
H 0.55 -0.81 1.66
```

**Charge**: -1
**Multiplicity**: 1
**HOMO**: -0.1082 Ha
**Orbital gap**: 6.4 eV



(6)
ORCA calculation (ωB97M-V with the def2-TZVPD basis set) on a 2-piece molecular cluster, C4H8NO3 overall at a distorted geometry.

Geometry as XYZ:
```
16
C4H8NO3 (ωB97M-V with the def2-TZVPD basis set)
C -0.03 1.68 1.31
C 0.62 2.20 -0.01
O 0.32 1.53 -1.05
O 1.38 3.16 0.06
H -0.66 2.33 1.92
H 0.80 1.44 1.99
H -0.64 0.82 1.05
C 0.70 -1.92 -0.17
C -0.77 -1.74 -0.51
O -1.53 -2.71 -0.36
N -1.11 -0.58 -1.09
H -1.97 -0.55 -1.61
H -0.37 0.25 -1.12
H 1.30 -1.22 -0.74
H 1.07 -2.86 -0.57
H 0.90 -1.82 0.90
```

**Charge**: -1
**Multiplicity**: 1
**HOMO**: -0.1790 Ha
**Orbital gap**: 8.8 eV



(7)
ORCA calculation (ωB97M-V with the def2-TZVPD basis set) on a 2-piece molecular cluster, C4H8NO3 overall at a distorted geometry.

Geometry as XYZ:
```
16
C4H8NO3 (ωB97M-V with the def2-TZVPD basis set)
C 1.87 -2.05 -0.90
C 1.55 -0.58 -1.20
O 1.27 0.13 -0.19
O 1.59 -0.22 -2.39
H 1.56 -2.37 0.10
H 2.94 -2.19 -1.03
H 1.36 -2.76 -1.54
C -1.05 1.15 1.86
C -1.98 1.14 0.68
O -3.20 1.08 0.81
N -1.38 1.24 -0.52
H -1.80 1.26 -1.44
H -0.38 1.01 -0.58
H -0.77 2.14 2.23
H -0.14 0.61 1.55
H -1.43 0.42 2.57
```

**Charge**: -1
**Multiplicity**: 1
**HOMO**: -0.1707 Ha
**Orbital gap**: 8.6 eV



(8)
ORCA calculation (ωB97M-V with the def2-TZVPD basis set) on C4H8NO3 as an isolated structure at a distorted geometry.

Geometry as XYZ:
```
16
C4H8NO3 (ωB97M-V with the def2-TZVPD basis set)
O -0.30 1.68 -1.37
C -0.27 0.61 -0.71
N -1.13 -0.24 0.12
C -2.62 0.31 0.25
O -3.10 0.14 1.50
C 1.05 -0.28 -0.79
C 1.51 -0.57 0.60
O 2.94 -0.95 0.83
H -0.60 0.74 0.53
H -3.26 -0.15 -0.59
H -2.61 1.34 -0.12
H 0.85 -1.23 -1.32
H 1.88 0.30 -1.35
H 1.25 0.31 1.25
H 0.94 -1.35 1.07
H 3.48 -0.65 0.09
```

**Expectation value of S²**: 0.755
**Multiplicity**: 2
**HOMO (alpha / beta)**: -0.3768 / -0.3746 Ha
**Orbital gap (alpha / beta)**: 10.6 / 7.7 eV



Looking at relative energy (zero: lowest compared OMol25 entry of this formula, charge and spin) for the records above, in order, we have 83.54 114.60 46.93 9.91 515.11 43.25 34.97 441.80 kJ/mol.